Entry 1:
DFT (ωB97M-V with the def2-TZVPD basis set) results for a cluster of 2 separate species, C2H8N2O in total at a distorted geometry.

Geometry as XYZ:
```
13
Properties=species:S:1:pos:R:3:nbo_charge:R:1
O 0.82 -0.29 2.51 -0.95
N -1.79 -0.93 -1.30 -0.83
N 1.15 1.20 -0.18 -0.85
C 0.33 0.20 -0.75 -0.10
C -0.95 -0.05 -0.54 -0.07
H 0.74 -0.21 -1.67 0.18
H 1.37 -0.96 2.95 0.46
H 2.01 1.39 -0.70 0.38
H -2.74 -0.82 -0.96 0.37
H -1.40 -1.87 -1.23 0.38
H -1.42 0.50 0.27 0.17
H 0.71 2.07 0.01 0.38
H 1.17 -0.24 1.60 0.49
```

## Properties
* energy: -7230.496 eV
* E_HOMO: -7.70 eV
* energy above the lowest of the compared OMol25 structures with the same formula, charge and spin: 1.832 eV


Entry 2:
DFT (ωB97M-V with the def2-TZVPD basis set) results for a cluster of 2 separate species, C2H8N2O in total at a distorted geometry.

Geometry as XYZ:
```
13
Properties=species:S:1:pos:R:3:nbo_charge:R:1
O 3.00 -0.55 2.16 -0.60
N 1.15 -0.35 0.85 -0.83
N -1.65 -0.20 -0.78 -0.85
C -1.01 0.95 -1.40 -0.42
C 2.00 -1.00 1.67 0.53
H 1.70 -2.05 1.85 0.10
H 1.26 0.62 0.60 0.40
H -1.66 -0.05 0.23 0.35
H -0.63 1.68 -0.69 0.18
H -2.62 -0.33 -1.03 0.37
H 0.27 -0.79 0.64 0.40
H -0.15 0.62 -2.00 0.19
H -1.67 1.47 -2.10 0.19
```

## Properties
* energy: -7231.327 eV
* E_HOMO: -9.87 eV
* energy above the lowest of the compared OMol25 structures with the same formula, charge and spin: 1.001 eV


Entry 3:
DFT (ωB97M-V with the def2-TZVPD basis set) results for a cluster of 2 separate species, C2H8N2O in total at a distorted geometry.

Geometry as XYZ:
```
13
Properties=species:S:1:pos:R:3:nbo_charge:R:1
O -1.86 2.87 1.65 -0.57
N 1.03 -1.01 0.27 -0.85
N -1.87 0.92 0.44 -0.85
C 1.86 -1.49 -0.98 -0.42
C -1.79 2.29 0.61 0.54
H -1.46 2.77 -0.29 0.10
H 1.79 -0.68 -1.83 0.19
H 0.00 -0.97 -0.05 0.33
H 2.93 -1.48 -0.79 0.20
H -2.00 0.46 1.39 0.39
H 1.55 -2.44 -1.34 0.18
H 0.95 -1.69 1.10 0.37
H -1.16 0.46 -0.19 0.39
```

## Properties
* energy: -7230.455 eV
* E_HOMO: -9.97 eV
* energy above the lowest of the compared OMol25 structures with the same formula, charge and spin: 1.873 eV


Q: What is the E_HOMO in the third record?
A: -9.97 eV


Q: Which of these has the highest energy?
A: number 3